No. 1
Formula: C8H13NO
Source: the OMol25 dataset
Level of theory: ωB97M-V/def2-TZVPD

HOMO energy (alpha / beta)	-6.86 / -6.85	eV
total charge	0

Each line ends with the Mulliken charge.
Element x y z (Å)
C (0.6384, 0.9453, 1.0074)  -0.595
C (-0.5085, 1.0992, 0.2083)  1.005
C (1.0071, -1.2569, 0.2726)  -0.144
C (1.7018, -2.1328, -0.4136)  -0.766
C (-0.7579, 0.2731, -0.8463)  -0.559
C (-1.5742, 2.0473, 0.6900)  -1.325
C (2.2277, -0.4215, 2.1503)  -0.979
C (-2.1446, -0.4505, -2.6030)  -0.724
N (1.3412, -0.1957, 1.0143)  0.126
O (-2.0249, 0.2000, -1.3636)  -0.354
H (0.8712, 1.6710, 1.7706)  0.309
H (2.7535, -2.0028, -0.6847)  0.285
H (1.2395, -3.0272, -0.8004)  0.265
H (0.0066, -0.2700, -1.3731)  0.549
H (-2.3274, 1.4892, 1.2467)  0.265
H (-2.0762, 2.5264, -0.1443)  0.312
H (-1.1422, 2.7990, 1.3450)  0.432
H (2.9120, -1.2352, 1.9160)  0.361
H (2.7945, 0.4854, 2.3553)  0.344
H (1.6491, -0.6867, 3.0374)  0.311
H (-3.2134, -0.5517, -2.7919)  0.248
H (-1.6820, -1.4424, -2.5816)  0.317
H (-1.6914, 0.1377, -3.4114)  0.317

No. 2
Formula: C8H13NO2
Source: the OMol25 dataset
Level of theory: ωB97M-V/def2-TZVPD

HOMO energy	-7.82	eV
SMILES	COc1ncoc1C(C)(C)C
total charge	0

Each line ends with the Mulliken charge.
Element x y z (Å)
C (-0.1539, 1.5149, -2.6400)  -0.320
C (-0.3437, 0.4027, -0.8299)  -0.179
C (0.5942, 1.4574, -0.6996)  0.836
C (-0.6518, -0.3149, 1.5615)  -1.315
C (0.5512, -1.7153, -0.2889)  -1.392
C (-1.9646, -1.2989, -0.4933)  -1.722
C (2.4401, 2.4939, 0.2423)  -0.769
C (-0.6821, -0.6992, 0.0390)  1.907
N (0.6733, 2.1229, -1.8393)  -0.670
O (-0.7595, 0.4555, -2.0975)  -0.412
O (1.2467, 1.7287, 0.4887)  -0.353
H (-0.3574, 1.7590, -3.7313)  0.339
H (-0.6593, -1.2121, 2.1901)  0.394
H (0.3031, 0.3477, 1.8374)  0.248
H (-1.5182, 0.3285, 1.8936)  0.332
H (0.2121, -2.4688, -1.0185)  0.336
H (1.3670, -1.1164, -0.5604)  0.377
H (0.6824, -2.1053, 0.7054)  0.363
H (-2.3280, -2.2220, 0.0884)  0.324
H (-2.8173, -0.5608, -0.5385)  0.310
H (-1.7821, -1.5935, -1.4580)  0.474
H (3.2520, 1.9243, 0.7076)  0.249
H (2.4492, 3.4461, 0.6816)  0.260
H (2.6102, 2.5764, -0.8053)  0.383

No. 3
Formula: C8H13NO3
Source: the OMol25 dataset
Level of theory: ωB97M-V/def2-TZVPD

HOMO energy	-10.04	eV
SMILES	C/C=C(\NC(=O)CCC)C(=O)O
total charge	0

Each line ends with the Mulliken charge.
Element x y z (Å)
C (1.9546, -0.1525, -2.5747)  -1.264
C (0.4793, 0.0171, -2.2885)  -0.108
C (-0.1132, -1.1704, -1.6317)  -0.510
C (0.2072, -1.5608, -0.2411)  0.372
C (-0.5700, 0.5243, 0.8705)  0.305
C (-1.8434, 0.6335, 1.0718)  -0.086
C (-2.6944, -0.6261, 1.3312)  -1.008
C (0.2985, 1.7402, 1.1136)  0.060
H (2.3750, 0.7180, -3.1291)  0.350
H (2.0656, -1.0372, -3.2156)  0.359
H (2.5561, -0.3073, -1.6830)  0.302
H (0.3328, 0.8800, -1.6240)  0.213
H (-0.0717, 0.1755, -3.2592)  0.297
H (-1.1926, -1.1321, -1.6361)  0.296
H (0.2426, -2.0453, -2.2536)  0.305
H (0.2015, -1.1889, 1.7234)  0.242
H (-2.1391, 1.6873, 1.1849)  0.466
H (-3.2428, -0.6225, 2.3493)  0.317
H (-3.4654, -0.6193, 0.5292)  0.272
H (-1.9978, -1.4666, 1.2992)  0.297
H (1.5828, 0.5201, 0.9148)  0.566
N (0.1500, -0.6994, 0.8267)  -0.222
O (0.5264, -2.7325, 0.0243)  -0.677
O (1.5852, 1.5217, 0.8947)  -0.565
O (-0.1878, 2.8236, 1.2192)  -0.580

Energy above the lowest of the compared OMol25 structures with the same formula, charge and spin in eV, matching the order above: 4.381 2.450 0.969